# C23H21BF5N3O8V

A structure of composition C23H21BF5N3O8V (ωB97M-V with the def2-TZVPD basis set, OMol25).

```
62
Properties=species:S:1:pos:R:3:forces:R:3
V 0.1433 -0.5697 -0.1463 0.19 0.19 -0.60
O 0.5004 1.4322 -0.7371 -0.21 -0.20 -0.06
C 1.6337 1.6531 -1.6285 0.30 0.15 0.17
C 2.2883 0.2696 -1.7443 -0.23 -0.77 0.17
O 3.4193 0.0144 -2.0244 -0.08 0.32 -0.12
O 1.3702 -0.7019 -1.5030 -0.15 0.13 0.25
C 2.4879 2.7242 -0.9686 -0.03 0.00 -0.02
C 1.9355 4.0013 -0.8700 0.04 -0.06 -0.12
C 2.6189 5.0179 -0.2322 0.07 0.04 0.00
C 3.8677 4.7720 0.3232 -0.03 0.03 0.00
C 4.4186 3.5061 0.2352 0.01 -0.02 0.00
C 3.7335 2.4815 -0.4079 0.04 -0.03 0.02
C 1.1963 1.9975 -3.0500 -0.01 0.01 -0.05
C 0.1299 1.3266 -3.6458 0.08 0.10 0.03
C -0.2161 1.5938 -4.9597 -0.03 -0.01 0.00
C 0.5138 2.5086 -5.7012 0.01 0.02 -0.04
C 1.5962 3.1544 -5.1249 0.00 0.01 0.00
C 1.9390 2.9006 -3.8068 -0.01 -0.03 0.05
H -0.3240 1.8224 -1.1327 0.01 -0.01 0.13
H 0.9581 4.1994 -1.2942 0.00 -0.01 0.00
H 2.1733 6.0004 -0.1537 -0.01 0.00 0.00
H 4.4021 5.5650 0.8287 0.00 0.01 0.01
H 5.3898 3.3058 0.6676 0.01 -0.01 0.00
H 4.1899 1.5064 -0.4793 -0.01 -0.03 -0.02
H -0.4474 0.6041 -3.0923 -0.03 -0.09 0.05
H -1.0612 1.0825 -5.4000 -0.01 -0.01 -0.01
H 0.2425 2.7144 -6.7279 0.00 0.00 -0.01
H 2.1784 3.8627 -5.6990 0.00 0.00 -0.01
H 2.7874 3.4059 -3.3683 0.01 0.00 0.02
N -0.2229 -4.3808 1.0701 0.08 0.17 0.07
C 0.1673 -3.1307 0.8790 0.05 -0.15 0.05
O -0.2223 -2.5167 -0.1470 -0.09 0.33 -0.03
C 1.0703 -2.4313 1.8490 0.00 -0.19 0.11
C 1.5687 -1.1320 1.2241 -0.02 0.08 0.07
H -0.9131 -4.7764 0.4525 -0.01 -0.01 -0.02
H 0.0114 -4.8653 1.9185 0.01 -0.02 0.00
H 1.8820 -3.1047 2.1416 -0.01 0.02 -0.01
H 0.4690 -2.2494 2.7424 -0.01 0.01 -0.03
H 2.4964 -1.2895 0.6758 -0.02 0.03 -0.03
H 1.7143 -0.3492 1.9676 -0.02 0.01 -0.01
F -1.7199 -0.1826 -1.1914 0.17 -0.08 -0.16
B -2.6416 0.9735 -1.1963 -0.29 0.18 -0.03
F -3.0920 1.1620 0.0974 -0.03 -0.05 0.03
F -3.6273 0.7309 -2.0980 0.07 -0.03 -0.01
F -1.8494 2.1000 -1.5727 0.04 -0.11 0.11
F 0.2773 4.3307 1.4046 -0.11 0.04 0.02
C -0.1518 3.5826 2.4218 -0.10 -0.09 0.13
C -0.9664 2.5413 2.2277 0.03 0.27 -0.06
N -1.4164 1.7729 3.2825 0.00 0.04 0.07
C -2.3297 0.6714 3.0389 -0.18 -0.21 0.22
C -1.6917 -0.4990 2.3185 0.06 -0.38 -0.24
O -1.8756 -1.6501 2.6365 -0.11 0.13 0.13
O -0.9323 -0.1880 1.2832 0.39 0.32 -0.02
C -1.1037 2.0795 4.5971 0.10 -0.07 0.07
O -1.5122 1.4558 5.5531 0.00 -0.01 -0.09
N -0.2622 3.1656 4.7440 -0.05 -0.07 0.01
C 0.2784 3.9844 3.7602 0.03 0.02 -0.24
O 1.0029 4.9132 4.0255 0.01 0.01 0.02
H -1.3343 2.2625 1.2484 0.04 0.07 0.08
H -3.1946 1.0206 2.4688 0.11 -0.12 -0.04
H -2.6521 0.2923 4.0045 -0.08 0.13 -0.02
H -0.0281 3.3992 5.6984 0.00 -0.01 0.01
```
Positions in Å, forces in eV/Å.

Properties
- LUMO energy (alpha / beta) (hartree) = -0.069 / -0.045
- HOMO level (alpha / beta) (eV) = -9.12 / -9.12
- orbital gap (alpha / beta) (eV) = 7.25 / 7.90
- multiplicity = 2
- net charge = 0

# C6H7NO2

The molecule C6H7NO2 in a non-equilibrium geometry (ωB97M-V with the def2-TZVPD basis set, OMol25).

```
16
Properties=species:S:1:pos:R:3:forces:R:3
C -2.8245 1.4829 -0.1932 -4.02 2.71 -2.08
C -1.5502 0.9227 0.2785 -0.87 -0.76 -1.30
O -1.1050 1.1183 1.3632 0.74 0.32 1.65
N -0.9036 0.1774 -0.6554 1.66 -2.84 -3.77
C 0.3890 -0.4347 -0.3608 -1.96 -1.53 -0.21
C 0.7256 -1.7735 -0.3418 -1.94 -1.82 0.55
C 2.1203 -1.8458 -0.0149 2.48 4.12 0.45
C 2.5597 -0.4681 0.1066 -1.02 -0.81 0.04
O 1.4056 0.3241 -0.0766 2.50 1.00 -0.08
H -3.3554 2.0215 0.6744 1.37 -0.15 -1.40
H -3.7717 0.8241 -0.4971 2.69 0.61 0.17
H -2.5937 2.2610 -1.2032 -0.85 -2.20 3.20
H -1.3187 -0.1687 -1.6706 1.15 1.62 3.93
H -0.0974 -2.6451 -0.3495 2.32 2.18 -0.24
H 2.9644 -2.5267 0.1757 -1.35 -0.53 -0.39
H 3.5725 0.1525 0.3187 -2.90 -1.91 -0.53
```
Positions in Å, forces in eV/Å.

Properties
- LUMO energy (hartree) = 0.025
- HOMO level (eV) = -8.49
- orbital gap (eV) = 9.17
- multiplicity = 1
- SMILES string = CC(=O)Nc1ccco1
- net charge = 0

Record order is preserved below.
ΔE to the lowest compared entry with this formula, charge and spin: 0.0, 61.8 kcal/mol